{
  "formula": "C4H12",
  "method": "ωB97M-V/def2-TZVPD",
  "lumo_ha": 0.0410,
  "gap_ev": 12.52,
  "e_homo_ev": -11.410,
  "smiles": "CC.CC",
  "charge": 0,
  "de_lowest_kcal_mol": 14.1,
  "species": ["H", "H", "H", "H", "H", "C", "C", "H", "H", "H", "C", "H", "H", "H", "H", "C"],
  "xyz": [[-1.940, 0.796, 2.903], [-0.589, 1.597, 2.072], [0.226, 0.771, -1.017], [1.000, -0.604, -3.576], [-1.547, -0.501, 0.905], [1.075, 0.424, -1.619], [-0.725, -0.536, 1.642], [-0.116, 0.603, 3.339], [-0.749, -1.522, 2.126], [0.694, -1.592, -2.116], [0.567, -0.632, -2.606], [1.697, 0.103, -0.790], [0.166, -0.479, 1.018], [-0.476, -0.333, -2.769], [1.652, 1.236, -2.060], [-0.937, 0.670, 2.547]],
  "lowdin_charge": [0.051, 0.058, 0.050, 0.045, 0.065, -0.183, -0.185, 0.084, 0.066, 0.063, -0.150, 0.046, 0.037, 0.066, 0.061, -0.174]
}

{
  "formula": "C3H8N7",
  "method": "ωB97M-V/def2-TZVPD",
  "lumo_ha": -0.1301,
  "gap_ev": 9.90,
  "e_homo_ev": -13.438,
  "charge": 1,
  "de_lowest_kcal_mol": 40.7,
  "species": ["N", "H", "N", "N", "H", "H", "N", "N", "N", "H", "C", "N", "C", "C", "H", "H", "H", "H"],
  "xyz": [[1.396, 1.228, -0.386], [-1.408, -1.042, 1.463], [2.945, -0.451, -0.080], [-1.149, 0.459, -1.304], [3.137, -1.448, 0.289], [2.323, 1.856, -0.393], [0.549, -3.271, 0.693], [-3.245, -0.786, 0.773], [0.737, -0.925, -0.057], [-3.789, -0.190, 0.120], [0.664, -2.150, 0.473], [-1.951, -0.759, 0.611], [1.673, -0.058, -0.211], [-1.227, -0.297, -0.408], [-0.661, 0.763, -2.115], [0.559, 1.579, -0.737], [-3.661, -1.698, 0.843], [3.708, 0.078, -0.039]],
  "lowdin_charge": [0.191, 0.187, 0.219, 0.250, 0.183, 0.211, 0.178, 0.060, 0.069, 0.141, -0.331, -0.051, -0.496, -0.163, 0.118, 0.057, 0.116, 0.061]
}

{
  "formula": "C38H36As2N2O9PRbS4Se2",
  "method": "ωB97M-V/def2-TZVPD",
  "lumo_ha": [0.1189, 0.1189],
  "gap_ev": [4.21, 4.87],
  "e_homo_ev": [-0.974, -1.635],
  "charge": -2,
  "de_lowest_kcal_mol": 49.3,
  "species": ["C", "H", "H", "Se", "H", "O", "H", "H", "H", "C", "C", "C", "H", "As", "N", "H", "S", "H", "H", "C", "C", "C", "C", "C", "C", "C", "C", "H", "H", "H", "As", "H", "S", "C", "H", "C", "H", "C", "C", "C", "H", "C", "H", "C", "O", "H", "N", "H", "H", "S", "O", "O", "C", "C", "H", "O", "C", "H", "C", "C", "Rb", "O", "H", "H", "H", "C", "Se", "C", "O", "H", "C", "H", "H", "C", "C", "C", "H", "O", "C", "C", "S", "C", "H", "C", "C", "C", "P", "H", "H", "C", "H", "C", "H", "H", "O"],
  "xyz": [[0.821, -5.623, -0.352], [-0.156, -2.881, -6.028], [-0.197, 7.256, 0.724], [-1.186, -1.291, -4.266], [0.658, 3.308, 4.346], [-0.540, 3.604, 6.482], [-2.709, -7.072, -1.329], [0.704, -3.449, 0.747], [-1.025, 4.417, 8.339], [-1.991, 2.107, 2.386], [1.267, 2.070, -4.659], [-1.970, 2.324, 5.062], [0.638, 4.803, 7.601], [-3.437, 2.550, 3.847], [1.971, -4.919, -0.347], [-5.328, 0.899, 4.109], [2.187, 0.460, 0.268], [-0.596, -1.863, 7.523], [0.473, -0.467, 7.979], [-1.636, -5.522, -0.236], [-4.275, 0.803, 4.263], [-1.856, 3.330, 6.119], [1.963, -7.538, -1.300], [1.031, 2.697, 3.548], [0.808, 3.439, -6.637], [-0.384, -4.900, 0.046], [2.284, 1.975, -0.497], [-4.396, 0.472, -0.682], [3.624, -1.162, -5.162], [3.934, -4.906, -0.620], [-0.249, 1.161, 3.119], [1.708, 4.127, -4.882], [3.721, 2.398, -1.430], [-2.768, 1.154, 1.663], [0.964, -4.677, -7.363], [0.471, 1.045, -6.702], [-2.484, -4.975, 0.113], [-4.729, 0.813, 0.317], [3.050, -5.500, -0.737], [-0.367, 0.316, 5.741], [-0.821, -3.447, 1.379], [-1.200, 3.064, 1.694], [-0.162, 2.297, -8.311], [-0.536, -7.432, -1.314], [-0.520, 5.267, 1.115], [4.166, -7.190, -1.450], [-0.233, -3.613, 0.587], [1.457, 2.005, -3.548], [-4.794, -0.078, 0.924], [1.753, 4.480, -0.976], [0.750, -0.106, 5.496], [-1.655, 4.970, 3.095], [2.964, -3.812, -7.199], [0.955, -2.878, -6.237], [-0.830, 5.755, 7.093], [-2.560, -0.062, 1.655], [3.082, -1.902, -5.765], [0.295, 6.687, 2.337], [-1.085, 1.273, 4.941], [3.051, 3.996, -2.025], [-0.624, -0.873, -0.890], [-2.854, 3.907, 6.540], [-4.005, 0.639, 5.318], [-1.469, 6.969, 1.942], [-5.731, 1.235, 0.336], [1.277, 2.946, -0.354], [2.231, -0.711, -2.766], [-1.170, 4.522, 2.039], [-3.753, 1.688, 0.951], [0.959, 4.388, -7.127], [-0.463, 6.658, 1.581], [1.977, 2.206, 3.832], [3.490, -4.544, -7.798], [0.354, 2.292, -7.322], [1.685, -1.871, -5.604], [1.303, 3.272, -5.334], [-3.876, -0.059, 3.661], [-1.085, -0.006, 6.837], [-1.711, -6.688, -1.000], [1.596, -3.889, -6.973], [-0.358, 2.518, 0.174], [0.711, -6.927, -0.977], [0.217, 0.105, -7.286], [0.946, 0.905, -5.366], [-0.565, -0.827, 7.841], [-0.462, 4.777, 7.457], [0.843, -0.673, -4.508], [4.780, -2.654, -6.718], [-1.166, -0.648, 8.731], [3.128, -6.863, -1.142], [1.156, 3.256, 2.547], [3.705, -2.777, -6.614], [-0.578, -8.375, -1.905], [1.969, -8.518, -1.714], [3.469, 4.563, -2.991]],
  "lowdin_charge": [-0.149, 0.030, 0.078, 0.136, 0.001, -0.095, 0.108, 0.046, 0.080, -0.574, -0.086, -0.439, 0.081, 1.325, 0.119, -0.016, 0.309, 0.082, 0.095, -0.036, -0.299, -0.548, -0.038, -0.226, -0.084, -0.199, -1.241, 0.101, 0.065, 0.105, 1.358, 0.074, 0.887, -0.717, 0.088, -0.103, 0.096, -0.017, -0.140, -0.603, 0.100, -0.497, 0.100, -0.066, -0.115, 0.119, 0.090, 0.089, 0.075, 0.931, 0.004, 0.014, -0.113, -0.135, 0.083, -0.042, -0.136, 0.086, -0.347, -1.030, 0.415, -0.015, 0.026, 0.099, 0.087, -0.988, 0.185, -0.512, -0.061, 0.088, -0.031, 0.026, 0.085, -0.108, -0.423, -0.080, 0.034, -0.077, -0.083, -0.104, 0.882, -0.173, 0.120, -0.399, -0.088, -0.027, 0.084, 0.096, 0.081, -0.059, 0.033, -0.107, 0.110, 0.097, -0.075]
}

{
  "formula": "CBrCl2NO2",
  "method": "ωB97M-V/def2-TZVPD",
  "lumo_ha": -0.0156,
  "gap_ev": 10.49,
  "e_homo_ev": -10.916,
  "smiles": "O=[N+]([O-])C(Cl)(Cl)Br",
  "charge": 0,
  "de_lowest_kcal_mol": 3.2,
  "species": ["Br", "N", "Cl", "Cl", "O", "O", "C"],
  "xyz": [[0.392, 1.649, -1.210], [0.380, -0.093, 0.952], [0.329, -1.323, -1.600], [-1.998, -0.031, -0.499], [0.267, -1.127, 1.530], [0.879, 0.897, 1.346], [-0.250, 0.028, -0.520]],
  "lowdin_charge": [0.775, -0.497, 0.541, 0.613, 0.087, 0.022, -1.541]
}

{
  "formula": "C20H39F6N6OPPtSb",
  "method": "ωB97M-V/def2-TZVPD",
  "lumo_ha": [-0.3471, -0.3289],
  "gap_ev": [4.18, 4.68],
  "e_homo_ev": [-13.630, -13.629],
  "multiplicity": 2,
  "charge": 2,
  "species": ["H", "F", "H", "C", "C", "H", "H", "F", "H", "H", "C", "C", "H", "F", "H", "H", "C", "C", "H", "H", "H", "H", "H", "C", "H", "C", "H", "C", "H", "C", "H", "Sb", "H", "H", "H", "C", "H", "F", "P", "H", "N", "H", "H", "F", "H", "N", "F", "C", "H", "H", "C", "C", "C", "N", "H", "H", "C", "Pt", "C", "N", "H", "H", "C", "C", "H", "O", "N", "H", "H", "N", "H", "C", "H", "H", "H"],
  "xyz": [[0.352, -3.547, -2.596], [-1.382, 1.072, 0.605], [3.707, -1.479, -2.440], [-2.455, -2.953, -1.147], [-3.610, -4.030, 0.723], [-0.649, -1.517, -5.820], [-3.605, -4.082, 1.807], [-3.743, -0.157, -0.120], [2.743, -3.244, -0.709], [1.105, -1.554, -5.742], [1.931, 0.435, 2.009], [3.060, -0.796, -3.003], [2.199, -5.025, -3.176], [-1.636, 2.707, -1.477], [-4.808, -1.875, 1.361], [-2.366, 0.358, 2.724], [-2.218, -0.677, 3.048], [-2.194, -2.012, 1.060], [4.323, 0.916, -2.723], [-2.573, -3.947, -1.571], [0.033, 1.065, -3.188], [-1.431, -2.598, -1.284], [0.154, -2.849, -5.007], [-4.314, -1.619, 2.292], [3.256, -1.899, -4.882], [3.408, -0.900, -4.485], [-4.608, -2.317, 3.081], [3.301, 0.622, -2.493], [3.151, -1.532, 4.233], [0.979, 2.923, -0.297], [-0.869, -1.263, -3.427], [-2.771, 1.370, -0.769], [-3.213, -4.970, 0.334], [-4.660, -0.626, 2.581], [2.634, 1.334, -2.971], [1.083, 3.720, 0.814], [3.371, -3.722, -3.095], [-1.637, -0.031, -1.660], [1.329, -1.359, -2.578], [2.329, -2.718, 1.894], [1.257, 1.649, 0.053], [-1.149, -0.887, 3.067], [-0.861, 0.791, -4.680], [-3.783, 1.326, -2.350], [-3.113, -2.256, -1.681], [-2.789, -2.956, 0.247], [-3.614, 2.414, 0.554], [2.304, -1.688, 2.184], [4.465, -0.663, -4.603], [2.149, -3.743, -4.370], [0.045, 0.532, -4.139], [2.720, -1.108, 3.351], [0.078, -0.975, -3.900], [1.449, 2.907, 1.841], [3.158, 0.669, -1.413], [1.046, -2.997, -0.252], [1.545, 1.651, 1.357], [0.528, -0.404, -0.499], [2.333, -3.953, -3.320], [2.483, 0.229, 3.225], [-2.654, -0.787, 4.040], [-4.636, -3.941, 0.360], [1.378, -3.217, -2.384], [1.718, -3.533, -0.928], [1.580, 3.201, 2.798], [-1.039, -1.632, 0.831], [1.822, -0.724, 1.364], [0.925, 4.772, 0.935], [0.896, 0.866, -4.727], [-2.880, -1.583, 2.147], [0.730, 3.203, -1.300], [0.199, -1.779, -5.190], [2.846, -0.186, -5.081], [2.684, 0.921, 3.930], [1.623, -4.600, -0.747]],
  "lowdin_spin": [0.000, 0.004, 0.000, 0.000, 0.000, -0.001, 0.000, 0.000, 0.000, 0.000, 0.003, -0.008, -0.001, 0.000, 0.000, 0.000, 0.000, 0.004, 0.000, 0.000, 0.000, 0.000, 0.000, 0.000, 0.000, -0.004, 0.000, -0.002, 0.001, 0.007, 0.000, 0.000, 0.000, 0.000, 0.000, 0.004, 0.000, 0.030, -0.048, 0.001, 0.082, 0.000, 0.000, 0.001, 0.000, 0.000, 0.000, 0.009, -0.001, 0.000, 0.000, 0.005, -0.006, 0.000, -0.001, 0.000, 0.006, 0.794, -0.002, -0.001, 0.000, 0.000, -0.004, 0.000, 0.000, 0.036, 0.094, 0.001, 0.000, 0.001, 0.001, -0.003, 0.000, 0.000, 0.000]
}

{
  "formula": "C20H74N16O17",
  "method": "ωB97M-V/def2-TZVPD",
  "lumo_ha": 0.0049,
  "gap_ev": 8.32,
  "e_homo_ev": -8.187,
  "charge": 0,
  "de_lowest_kcal_mol": 253.7,
  "species": ["N", "H", "N", "H", "O", "H", "H", "H", "N", "H", "H", "H", "N", "N", "H", "O", "H", "H", "C", "H", "H", "O", "C", "H", "H", "N", "H", "N", "H", "H", "H", "H", "N", "H", "H", "H", "H", "N", "O", "H", "O", "C", "H", "H", "C", "H", "H", "H", "C", "H", "N", "H", "H", "H", "C", "H", "H", "N", "C", "H", "O", "H", "H", "H", "H", "H", "C", "H", "C", "N", "C", "N", "C", "H", "H", "O", "C", "H", "H", "H", "H", "O", "O", "H", "H", "H", "H", "C", "C", "C", "C", "H", "O", "O", "H", "H", "H", "O", "O", "H", "H", "H", "O", "N", "H", "C", "H", "C", "O", "H", "H", "N", "C", "H", "H", "H", "O", "N", "C", "H", "H", "H", "H", "H", "O", "H", "H"],
  "xyz": [[6.497, 3.856, 12.106], [7.338, 5.070, 7.714], [9.143, 9.834, 9.728], [7.369, 10.468, 3.948], [9.759, 2.595, 5.513], [8.576, 6.885, 9.423], [9.015, 9.851, 1.523], [12.288, 7.835, 4.178], [7.800, 7.534, 9.783], [7.280, 7.944, 9.033], [9.306, 3.217, 3.644], [5.275, 10.433, 10.250], [8.587, 8.947, 1.901], [9.644, 5.718, 9.013], [8.495, 8.974, 9.766], [9.105, 9.159, 7.457], [1.509, 3.145, 7.025], [8.992, 8.568, 2.710], [9.670, 5.564, 1.418], [6.904, 4.154, 4.189], [11.201, 8.746, 5.509], [10.192, 7.911, 3.958], [6.613, 3.557, 10.935], [5.898, 3.300, 12.713], [5.090, 4.897, 8.124], [9.809, 11.093, 8.357], [5.651, 7.432, 4.706], [6.536, 8.303, 11.236], [12.479, 5.143, 8.368], [10.001, 11.093, 7.340], [10.644, 6.806, 0.176], [9.444, 5.849, 8.065], [11.282, 5.789, 10.497], [7.867, 11.158, 5.565], [9.134, 5.060, 9.578], [6.533, 4.765, 6.256], [9.422, 7.527, 1.279], [10.185, 4.586, 0.750], [5.980, 10.736, 5.418], [5.665, 6.475, 8.596], [11.221, 7.341, 8.499], [4.747, 5.948, 8.392], [5.766, 2.517, 9.462], [7.168, 3.811, 1.995], [9.639, 9.851, 8.546], [7.108, 4.623, 12.495], [1.301, 3.672, 3.793], [6.450, 11.390, 7.141], [9.954, 3.497, 4.440], [8.037, 6.346, 4.970], [6.409, 11.354, 8.140], [5.106, 2.052, 11.043], [7.571, 2.181, 8.583], [2.753, 4.431, 3.610], [6.925, 1.742, 7.801], [9.991, 7.137, 4.464], [6.562, 9.400, 10.318], [6.986, 7.444, 2.031], [11.408, 8.487, 4.410], [11.588, 6.415, 6.140], [6.537, 9.069, 7.929], [10.644, 5.153, 11.043], [10.714, 11.565, 8.866], [9.961, 9.743, 10.423], [9.216, 7.625, 6.718], [6.141, 6.991, 1.605], [7.371, 7.385, 11.026], [9.672, 3.763, 0.951], [7.513, 4.949, 6.638], [1.556, 3.037, 6.033], [6.029, 10.163, 8.552], [5.792, 2.645, 10.463], [4.693, 7.907, 4.586], [5.600, 5.236, 3.744], [2.708, 6.175, 7.567], [7.691, 3.972, 10.159], [7.374, 8.526, 1.469], [10.952, 3.300, 4.112], [5.595, 12.093, 8.276], [11.642, 9.438, 3.924], [0.647, 3.237, 5.630], [8.937, 5.479, 2.601], [9.134, 6.665, 6.614], [12.125, 6.244, 11.064], [5.426, 10.083, 5.026], [4.026, 7.065, 4.413], [5.565, 8.190, 2.914], [10.772, 6.330, 9.368], [6.112, 4.299, 3.451], [12.309, 5.574, 5.966], [7.931, 6.333, 6.041], [4.371, 8.500, 5.498], [6.350, 4.361, 2.104], [6.692, 9.267, 0.568], [10.603, 4.671, -0.177], [8.124, 4.112, 6.366], [13.259, 6.044, 5.934], [4.941, 8.684, 3.402], [12.958, 4.493, 7.913], [5.383, 3.551, 3.613], [6.844, 0.628, 7.899], [4.342, 5.752, 9.390], [3.579, 7.868, 7.930], [6.294, 10.405, 9.828], [3.173, 8.263, 7.201], [2.568, 3.606, 5.459], [7.209, 7.098, 6.246], [3.710, 6.527, 7.590], [7.831, 6.428, 11.965], [5.498, 8.022, 11.193], [7.580, 6.851, 2.571], [9.856, 6.692, 0.834], [7.271, 10.399, 5.067], [7.492, 1.957, 6.869], [4.018, 6.615, 6.543], [12.049, 5.259, 4.911], [3.902, 3.797, 5.917], [2.157, 3.946, 4.271], [12.212, 4.307, 6.765], [6.640, 8.547, 12.242], [5.414, 2.676, 6.942], [9.976, 4.542, 4.756], [11.213, 3.996, 7.086], [12.569, 3.505, 6.154], [5.707, 2.443, 7.762], [7.624, 9.520, 5.502], [9.327, 1.746, 5.264]],
  "lowdin_charge": [0.181, 0.061, 0.131, 0.099, -0.146, 0.096, 0.174, 0.086, 0.173, 0.052, 0.055, 0.141, 0.123, 0.139, 0.061, -0.110, 0.118, 0.034, -0.581, 0.070, 0.104, -0.155, -0.655, 0.135, 0.081, 0.120, 0.059, 0.102, 0.006, 0.113, 0.143, 0.039, 0.141, 0.078, 0.067, 0.041, 0.063, 0.175, -0.123, 0.055, -0.118, -0.079, 0.036, 0.090, -0.626, 0.127, 0.127, 0.042, -0.164, 0.080, 0.122, 0.159, 0.076, 0.119, -0.143, 0.031, 0.031, 0.175, -0.126, 0.050, -0.077, 0.133, 0.199, 0.167, 0.035, 0.167, -0.546, 0.103, -0.036, 0.157, -0.559, 0.162, -0.129, 0.073, 0.107, -0.142, -0.629, 0.068, 0.178, 0.073, 0.119, -0.132, -0.126, 0.178, 0.022, 0.066, -0.022, -0.535, -0.203, -0.094, -0.278, 0.094, -0.120, -0.090, 0.133, 0.049, 0.068, -0.104, -0.050, 0.052, 0.094, 0.082, -0.062, 0.034, 0.039, -0.545, 0.089, -0.351, -0.133, 0.201, 0.067, 0.182, -0.158, 0.069, 0.080, 0.073, -0.113, 0.151, -0.331, 0.168, -0.005, 0.065, 0.108, 0.103, -0.128, 0.036, 0.097]
}

Calculated DFT total energy (Ha), listed in the same order as above: -159.56246, -502.04027, -13488.90209, -3737.60998, -2488.93874, -2961.09538